1.
Below is a molecular structure, C25H34Cl2N7O4SSn, with properties calculated with wB97M-V/def2-TZVPD.

Structure (ORCA input):
```
! wB97M-V def2-TZVPD RIJCOSX def2/J DEFGRID3
* xyz 1 1
Sn 0.08552 1.44592 0.30884
C 0.99303 1.67528 3.22126
C -0.37205 1.56802 3.50855
C -0.72232 0.22559 3.33403
C 0.45920 -0.54048 2.93664
C 1.50870 0.32709 2.88023
C 2.95716 0.03524 2.66935
C 0.44959 -2.01995 2.73096
C -2.06290 -0.36818 3.55620
C -1.28217 2.66682 3.95782
C 1.86504 2.85935 3.44399
H 3.52005 0.18924 3.59233
H 3.40520 0.67879 1.90910
H 3.11865 -1.00338 2.37977
H -0.32388 -2.32188 2.02060
H 0.23706 -2.54480 3.66481
H 1.40603 -2.38875 2.36558
H -2.31813 -1.09375 2.78248
H -2.83926 0.39251 3.58473
H -2.09502 -0.89990 4.51233
H -2.02068 2.91715 3.19509
H -0.72606 3.57318 4.18479
H -1.81891 2.38457 4.86365
H 2.74294 2.85014 2.79814
H 2.22991 2.85564 4.47628
H 1.33412 3.79753 3.29332
N -3.04540 6.27354 -2.45169
C -2.43622 5.30444 -1.76082
N -3.01830 4.80548 -0.66922
N -1.25925 4.90252 -2.22136
C -0.59593 4.01064 -1.59684
N 0.07399 3.20176 -1.09239
H -3.92746 6.66124 -2.16836
H -2.56863 6.66154 -3.24893
H -3.95338 5.07801 -0.41362
H -2.64027 3.98436 -0.20363
O -1.27656 -0.66642 -1.69965
N -1.45583 0.39113 -1.29291
Cl -5.47346 2.55502 0.07853
C -4.41754 1.70878 1.24355
Cl -5.22482 0.29671 1.89716
C -3.10216 1.38727 0.52223
O -3.00196 0.28866 -0.03763
O -2.22894 2.29062 0.53190
H -4.22480 2.40772 2.05676
C 3.42160 -0.52336 -4.65935
C 2.08516 -1.21259 -4.88654
C 1.09014 -0.96852 -3.76129
N 1.50913 -1.63617 -2.52754
C 1.93519 -1.05431 -1.43489
S 2.18617 0.64030 -1.29510
N 2.22749 -1.79272 -0.32684
C 2.25669 -3.18339 -0.06204
O 2.99340 -3.56197 0.80907
C 1.34266 -4.08061 -0.81405
C -0.00451 -3.75828 -0.96984
C -0.84894 -4.64601 -1.61759
C -0.34472 -5.83966 -2.11788
C 0.99721 -6.15913 -1.95893
C 1.84366 -5.28658 -1.29367
H 4.09190 -0.69470 -5.49870
H 3.91677 -0.89492 -3.76243
H 3.29260 0.55165 -4.54204
H 2.23102 -2.28962 -5.00775
H 1.62549 -0.86099 -5.81206
H 0.10175 -1.35953 -4.01443
H 0.99331 0.09525 -3.53947
H 1.39602 -2.64500 -2.50859
H 2.72904 -1.25951 0.38021
H -0.38901 -2.82494 -0.58349
H -1.89646 -4.40774 -1.72810
H -1.00236 -6.52716 -2.62914
H 1.38172 -7.09219 -2.34372
H 2.88398 -5.53163 -1.13776
*
```

* frontier orbital gap (alpha / beta): 0.2649 / 0.2391 Eh

---

2.
Below is a molecular structure, C25H34N3O3PPbS4 at a distorted geometry, with properties calculated with wB97M-V/def2-TZVPD.

Structure (ORCA input):
```
! wB97M-V def2-TZVPD RIJCOSX def2/J DEFGRID3
* xyz 0 1
Pb -18.06695 5.41368 9.74123
C -22.73845 8.18590 9.89511
C -22.99402 7.44390 8.58479
N -21.76519 6.96882 7.93775
C -21.18231 7.77243 6.82708
C -20.33588 9.05911 7.17987
C -21.20548 5.82481 8.44586
S -19.81396 5.17664 7.57477
N -21.80355 5.29034 9.50074
C -21.29221 4.43052 10.40525
O -20.11060 4.30523 10.70127
C -22.27882 3.48982 11.08388
C -21.87901 2.96995 12.29343
C -22.73132 2.14005 12.99862
C -23.97293 1.81688 12.49605
C -24.37214 2.29700 11.27846
C -23.47494 3.10361 10.53891
H -23.66905 8.68665 10.26569
H -21.91011 8.86942 9.86380
H -22.41866 7.52395 10.70279
H -23.41682 8.18280 7.92101
H -23.72472 6.65291 8.74227
H -22.04741 8.11818 6.26392
H -20.61735 7.02511 6.21065
H -20.82790 9.70317 7.86223
H -20.13574 9.57844 6.24842
H -19.36565 8.78492 7.60655
H -20.87756 3.15070 12.70829
H -22.34795 1.76484 13.91411
H -24.68889 1.16612 12.99953
H -25.35108 1.95487 10.87851
H -23.73296 3.28110 9.50445
C -13.08604 0.83603 10.87937
C -13.57103 1.56366 9.61201
C -14.35396 0.79021 8.54980
O -14.41015 2.65200 10.05968
P -15.84838 2.85294 10.64345
S -15.84139 4.37498 11.89382
S -17.08861 3.15246 9.03415
O -16.25808 1.44686 11.27447
C -17.49835 1.01973 11.89796
C -18.33028 0.34169 10.86800
C -18.24107 2.12247 12.58704
H -12.14794 0.27036 10.80911
H -13.89446 0.12353 11.11925
H -12.98571 1.53016 11.72756
H -12.76157 2.06588 9.17845
H -15.25169 0.38147 8.87739
H -13.79028 -0.04947 8.11665
H -14.66677 1.44037 7.72105
H -17.09428 0.26982 12.58938
H -18.90152 1.08350 10.29115
H -19.04548 -0.28196 11.40487
H -17.73755 -0.31665 10.21565
H -18.67747 2.82172 11.92131
H -17.59722 2.60450 13.27643
H -19.04453 1.66832 13.20629
S -15.79551 8.15200 5.91696
C -16.86667 7.43722 7.03239
N -16.39799 6.52967 7.85154
C -15.04846 6.37522 7.61267
C -14.21061 5.50409 8.26547
C -12.87137 5.44265 7.85129
C -12.41427 6.31446 6.85514
C -13.22336 7.09710 6.12393
C -14.53596 7.14461 6.57795
H -17.90310 7.69001 7.05707
H -14.61430 4.81346 8.94155
H -12.22772 4.80921 8.41157
H -11.38838 6.22023 6.61329
H -12.80451 7.83304 5.41180
*
```

* frontier orbital gap: 0.3132 Eh

---

3.
Below is a molecular structure, C25H34N4O3PS2TeV, with properties calculated with wB97M-V/def2-TZVPD.

Structure (ORCA input):
```
! wB97M-V def2-TZVPD RIJCOSX def2/J DEFGRID3
* xyz 3 2
V 0.89070 0.17838 -0.31440
O 0.01224 0.67972 -4.22858
S 0.49027 1.75165 -3.42295
O -0.40345 2.75262 -2.93822
N 1.23783 1.07178 -2.01718
C 2.51619 1.44167 -1.91252
S 3.20016 1.00565 -0.42106
C 3.02748 2.18937 -3.03324
C 4.31596 2.66532 -3.24529
C 4.56364 3.36588 -4.41752
C 3.55016 3.58521 -5.34666
C 2.24914 3.11599 -5.14040
C 2.02175 2.42374 -3.97756
H 5.10121 2.48966 -2.52130
H 5.55608 3.74629 -4.61569
H 3.77241 4.13509 -6.25160
H 1.46619 3.29869 -5.86400
C 0.44361 2.25473 2.81650
Te 0.31209 2.64074 0.71707
C -1.79249 2.80665 0.99911
C -2.03653 2.55157 2.46664
C -3.33806 2.60131 2.96120
C -3.57733 2.37367 4.30489
C -2.51913 2.09720 5.16451
C -1.22428 2.05144 4.67899
C -0.97861 2.27805 3.32618
H 1.06300 3.04852 3.23401
H 0.94734 1.30223 2.97781
H -2.30133 2.09990 0.34815
H -2.05654 3.81683 0.68458
H -4.16215 2.83195 2.29671
H -4.58778 2.42174 4.68707
H -2.70534 1.92998 6.21648
H -0.40045 1.85655 5.35464
C -2.40216 -0.65540 1.40806
C -2.09056 -1.50307 0.17906
P -1.30858 -0.61748 -1.21226
C -0.76840 -1.92101 -2.36977
C -1.92834 -2.70604 -2.99359
C -2.52357 0.45821 -2.05107
C -3.97977 0.03170 -1.84420
H -2.83231 -1.28005 2.18992
H -3.12945 0.12610 1.19316
H -1.50723 -0.18226 1.82257
H -3.00180 -1.96293 -0.21144
H -1.40480 -2.31818 0.42376
H -0.10786 -2.59207 -1.80978
H -0.17522 -1.43821 -3.14707
H -2.54575 -3.19635 -2.24160
H -1.52841 -3.47798 -3.64902
H -2.56040 -2.06006 -3.60193
H -2.24916 0.41549 -3.10767
H -2.36472 1.49204 -1.74988
H -4.15674 -0.99629 -2.15708
H -4.62052 0.67248 -2.44813
H -4.29463 0.13379 -0.80605
C 3.74071 -4.51890 3.31580
N 2.76793 -3.78643 2.50346
C 2.79895 -2.36131 2.23519
C 1.56736 -2.25146 1.38450
O 1.14581 -1.10981 0.87690
N 0.95654 -3.36282 1.20174
C 1.70864 -4.30490 1.90316
N 1.35051 -5.56535 1.92751
H 4.50608 -3.82594 3.65239
H 4.21836 -5.29795 2.72197
H 3.25566 -4.95181 4.19053
H 3.69907 -2.05928 1.69245
H 2.71877 -1.76714 3.14941
H 0.51904 -5.85167 1.43296
H 1.87299 -6.26741 2.42968
*
```

* frontier orbital gap (alpha / beta): 0.2055 / 0.2338 Eh

---

Results for relative energy (zero: lowest compared OMol25 entry of this formula, charge and spin): 34.9; 0.0; 0.2 (in kcal per mole, following the order of the records).
Results for E: -3189.96283; -3490.12770; -3766.65242 (in a.u., following the order of the records).
Results for M: 718.28; 791.01; 712.22 (in g mol⁻¹, following the order of the records).